(1)
This record from the Open Molecules 2025 dataset describes one molecule with the formula C16H23N5O4S2 in a non-equilibrium geometry. The level of theory is the ωB97M-V functional and the def2-TZVPD basis.

```
! RIJCOSX wB97M-V def2-TZVPD def2/J DEFGRID3
* xyz 0 1
C -2.804 2.362 -1.553
C -1.683 3.011 -0.954
N -1.059 2.084 0.036
C -1.549 2.241 1.414
C -1.696 0.817 2.035
N -2.641 0.092 1.202
C -3.037 -1.268 1.241
O -2.747 -1.921 2.160
O -3.730 -1.709 0.092
C -3.877 -3.151 -0.036
C -2.655 -3.513 -0.655
C -1.658 -4.178 -0.114
N -0.631 -4.633 -1.013
C -0.834 -3.964 -2.170
S -2.395 -3.050 -2.319
C 0.327 1.700 -0.254
C 0.262 0.485 -1.208
N 1.097 -0.652 -0.731
C 2.436 -0.603 -0.593
O 2.925 -1.359 0.217
O 3.187 0.395 -1.143
C 4.600 0.205 -1.179
C 5.147 0.713 0.171
N 5.838 -0.021 1.029
C 5.867 0.548 2.270
C 5.062 1.715 2.339
S 4.453 2.183 0.865
H -3.786 2.477 -0.951
H -2.628 1.295 -1.866
H -3.081 3.028 -2.460
H -1.868 3.917 -0.392
H -0.960 3.130 -1.764
H -0.685 2.681 2.031
H -2.576 2.696 1.577
H -2.239 1.017 2.965
H -0.672 0.387 2.156
H -2.691 0.477 0.272
H -4.169 -3.631 0.933
H -4.670 -3.394 -0.672
H -1.758 -4.551 0.900
H -0.270 -4.131 -3.104
H 0.976 2.444 -0.664
H 0.782 1.474 0.717
H -0.711 -0.005 -1.301
H 0.552 0.805 -2.226
H 0.673 -1.380 -0.203
H 4.836 -0.814 -1.449
H 5.170 0.931 -1.845
H 6.490 0.218 3.004
H 5.077 2.402 3.192
*
```

The calculation puts the strongest force on any atom at 0.1072 hartree/bohr. As for the gap between HOMO and LUMO: 8.91 eV. The calculation puts the calculated total energy at -54272.9835 eV. For the LUMO energy, the calculation gives 0.47 eV. For the relative energy (zero: lowest compared OMol25 entry of this formula, charge and spin), the calculation gives 11.47 kJ/mol. As for the structure (SMILES): CCN(CCNC(=O)OCc1cncs1)CCNC(=O)OCc1nccs1.

---

(2)
This record from the Open Molecules 2025 dataset describes a 7-piece molecular cluster, C16H23N7 overall in a non-equilibrium geometry. The level of theory is the ωB97M-V functional and the def2-TZVPD basis.

```
! RIJCOSX wB97M-V def2-TZVPD def2/J DEFGRID3
* xyz 1 2
C 2.769 -15.915 -11.225
C 3.750 -14.970 -11.825
N 4.426 -14.243 -12.397
H 1.790 -15.479 -11.027
H 3.190 -16.384 -10.336
H 2.639 -16.715 -11.954
C -3.834 -22.600 -11.178
C -3.254 -23.182 -12.409
N -2.844 -23.575 -13.423
H -4.858 -22.263 -11.338
H -3.177 -21.786 -10.869
H -3.802 -23.389 -10.427
C -0.380 -20.570 -12.199
C 0.922 -19.932 -12.068
N 1.970 -19.442 -11.914
H -0.507 -21.248 -11.355
H -0.348 -21.050 -13.177
H -1.151 -19.801 -12.243
C 4.330 -20.645 -10.140
C 5.652 -20.229 -9.581
N 6.674 -19.863 -9.194
H 3.764 -21.207 -9.397
H 4.410 -21.293 -11.013
H 3.777 -19.714 -10.267
C 0.100 -15.795 -13.039
C -0.547 -16.912 -13.697
N -1.047 -17.822 -14.222
H -0.231 -14.823 -13.402
H 1.119 -15.651 -13.398
H -0.088 -15.809 -11.965
C 1.006 -25.486 -12.413
C 1.331 -24.281 -11.728
N 1.566 -23.307 -11.223
H 1.240 -25.379 -13.472
H -0.019 -25.764 -12.166
H 1.521 -26.299 -11.902
N -0.377 -18.938 -8.843
C -1.244 -20.029 -8.740
C -2.521 -19.580 -9.192
C -2.402 -18.265 -9.426
C -1.090 -17.876 -9.230
H 0.600 -19.010 -8.596
H -0.863 -21.000 -8.458
H -3.464 -20.105 -9.153
H -3.145 -17.555 -9.757
H -0.679 -16.881 -9.140
*
```

The calculation puts the strongest force on any atom at 0.0725 hartree/bohr. As for the gap between HOMO and LUMO (alpha / beta): 9.03 / 5.13 eV. The calculation puts the calculated total energy at -27384.2830 eV. For the LUMO energy (alpha / beta), the calculation gives -4.31 / -8.21 eV. As for the expectation value of S²: 0.763.

---

(3)
This record from the Open Molecules 2025 dataset describes a 2-piece molecular cluster, C16H23N7O5 overall in a non-equilibrium geometry. The level of theory is the ωB97M-V functional and the def2-TZVPD basis.

```
! RIJCOSX wB97M-V def2-TZVPD def2/J DEFGRID3
* xyz 0 1
C -5.477 -2.489 -0.778
C -4.244 -3.064 -0.068
C -3.533 -4.089 -0.967
C -3.330 -1.955 0.452
N -3.340 -1.799 1.783
C -2.613 -0.831 2.281
N -2.595 -0.745 3.603
N -1.814 -0.016 1.654
C -1.773 -0.153 0.336
N -0.957 0.699 -0.303
C -0.904 0.589 -1.643
C -1.646 -0.365 -2.371
C -1.489 -0.409 -3.849
O -2.137 -1.216 -4.497
O -0.615 0.447 -4.438
N -2.469 -1.221 -1.712
C -2.532 -1.122 -0.362
H -6.007 -1.797 -0.116
H -6.164 -3.293 -1.059
H -5.187 -1.950 -1.686
H -4.605 -3.615 0.807
H -3.272 -3.657 -1.938
H -4.184 -4.950 -1.145
H -2.616 -4.444 -0.485
H -1.746 -0.289 3.908
H -2.849 -1.626 4.026
H -0.251 1.275 -2.173
H -0.672 0.240 -5.387
C 2.130 4.614 0.285
N 2.370 3.193 0.029
C 2.607 2.278 0.978
O 2.683 2.571 2.168
C 2.876 0.841 0.502
C 2.959 -0.186 1.642
O 1.713 -0.279 2.295
N 4.030 0.725 -0.408
C 5.287 1.148 -0.255
C 5.747 1.830 1.019
O 6.084 0.980 -1.163
H 1.466 5.027 -0.476
H 3.076 5.159 0.270
H 1.665 4.748 1.265
H 2.368 2.879 -0.928
H 1.998 0.558 -0.079
H 3.725 0.103 2.361
H 3.211 -1.164 1.228
H 1.542 0.574 2.716
H 3.872 0.257 -1.287
H 5.557 1.191 1.876
H 6.818 2.013 0.949
H 5.237 2.783 1.140
*
```

The calculation puts the strongest force on any atom at 0.0756 hartree/bohr. As for the gap between HOMO and LUMO: 7.91 eV. The calculation puts the calculated total energy at -37634.9048 eV. For the LUMO energy, the calculation gives -1.33 eV. As for the structure (SMILES): CC(C)c1nc(N)nc2ncc(C(=O)O)nc12.CNC(=O)[C@H](CO)NC(C)=O.

---

(4)
This record from the Open Molecules 2025 dataset describes C16H24Ag2F12O8 as an isolated structure in a non-equilibrium geometry. The level of theory is the ωB97M-V functional and the def2-TZVPD basis.

```
! RIJCOSX wB97M-V def2-TZVPD def2/J DEFGRID3
* xyz -2 1
Ag -0.012 -26.250 -0.147
Ag 0.542 -24.530 -2.518
C 2.510 -23.620 -4.732
O 1.731 -22.709 -3.920
O 1.745 -24.841 -4.773
C 2.985 -22.882 -6.076
F 3.821 -21.881 -5.646
F 3.611 -23.681 -6.943
F 1.905 -22.331 -6.692
C 2.292 -21.485 -3.355
C 1.141 -20.511 -3.561
H 0.298 -20.748 -2.912
H 1.523 -19.531 -3.275
H 0.874 -20.523 -4.618
H 3.219 -21.024 -3.695
H 2.500 -21.602 -2.291
H 3.381 -23.868 -4.124
C 0.377 -23.221 0.995
O 0.271 -24.308 1.836
O -0.072 -23.759 -0.271
C -0.410 -21.965 1.633
F 0.431 -21.507 2.618
F -0.546 -20.971 0.808
F -1.544 -22.271 2.216
C 1.309 -24.543 2.837
C 0.652 -25.084 4.073
H -0.078 -24.413 4.524
H 0.041 -25.986 4.108
H 1.354 -25.247 4.891
H 1.874 -23.660 3.136
H 2.032 -25.226 2.393
H 1.416 -22.899 1.047
C 3.696 -25.680 -1.087
O 4.297 -26.765 -0.383
O 2.271 -26.053 -1.247
C 4.073 -24.303 -0.433
F 3.198 -23.390 -0.836
F 3.986 -24.326 0.883
F 5.266 -23.925 -0.803
C 5.677 -26.721 -0.163
C 5.999 -28.247 0.117
H 5.772 -28.880 -0.741
H 7.037 -28.418 0.405
H 5.438 -28.644 0.962
H 5.937 -26.169 0.740
H 6.251 -26.382 -1.025
H 4.083 -25.741 -2.104
C -2.002 -26.441 -3.275
O -1.738 -25.016 -3.293
O -0.941 -27.038 -2.575
C -3.471 -27.012 -2.896
F -4.376 -26.463 -3.698
F -3.543 -28.387 -3.014
F -3.834 -26.790 -1.577
C -2.790 -24.117 -3.714
C -2.200 -22.702 -3.725
H -3.020 -22.065 -4.056
H -1.875 -22.423 -2.723
H -1.290 -22.576 -4.311
H -3.637 -24.028 -3.034
H -3.127 -24.265 -4.740
H -1.898 -26.778 -4.306
*
```

The calculation puts the strongest force on any atom at 0.0925 hartree/bohr. As for the gap between HOMO and LUMO: 6.36 eV. The calculation puts the calculated total energy at -73966.2445 eV. For the LUMO energy, the calculation gives 4.63 eV. For the relative energy (zero: lowest compared OMol25 entry of this formula, charge and spin), the calculation gives 180.89 kJ/mol.

---

(5)
This record from the Open Molecules 2025 dataset describes C16H24AsF3N3PdS5 as an isolated structure. The level of theory is the ωB97M-V functional and the def2-TZVPD basis.

```
! RIJCOSX wB97M-V def2-TZVPD def2/J DEFGRID3
* xyz -1 1
Pd -0.554 -0.372 0.363
S 4.327 -3.459 0.897
As 2.948 -5.024 1.012
S -0.305 -2.745 0.278
S 1.244 -1.613 0.797
S 2.219 -5.318 2.942
F -3.174 5.302 1.412
C -3.122 4.042 0.923
F -4.149 3.379 1.472
F -3.367 4.137 -0.395
C -1.795 3.400 1.207
C -0.824 4.087 1.908
C 0.407 3.495 2.170
C 0.624 2.222 1.684
N -0.299 1.563 0.993
C -1.529 2.088 0.766
S -2.574 0.970 -0.023
H -1.031 5.090 2.255
H 1.177 4.007 2.726
H 1.571 1.715 1.825
C 0.589 0.742 -2.643
C 1.089 0.932 -4.099
N 0.400 -0.004 -4.993
C 0.754 -1.370 -4.590
C 0.415 -1.594 -3.092
N -0.290 -0.425 -2.566
C -1.476 -0.175 -3.383
C -1.046 0.176 -4.833
H 0.017 1.608 -2.297
H 1.421 0.598 -1.948
H 2.161 0.738 -4.178
H 0.910 1.950 -4.454
H 1.818 -1.519 -4.784
H 0.203 -2.063 -5.230
H 1.314 -1.751 -2.490
H -0.218 -2.471 -2.946
H -2.049 0.630 -2.921
H -2.093 -1.077 -3.358
H -1.282 1.215 -5.075
H -1.556 -0.456 -5.565
C -0.729 -1.077 3.644
C 0.419 -2.078 3.553
C 1.053 -2.310 4.923
C 1.528 -1.645 2.605
H -1.528 -1.467 4.276
H -1.136 -0.893 2.650
H -0.391 -0.126 4.067
H 0.035 -3.034 3.187
H 1.538 -1.397 5.283
H 1.797 -3.106 4.875
H 0.289 -2.590 5.652
H 2.394 -2.306 2.698
H 1.855 -0.621 2.822
*
```

The calculation puts the strongest force on any atom at 0.0096 hartree/bohr. As for the gap between HOMO and LUMO: 6.33 eV. The calculation puts the calculated total energy at -148103.3275 eV. For the LUMO energy, the calculation gives 2.03 eV. For the relative energy (zero: lowest compared OMol25 entry of this formula, charge and spin), the calculation gives 0.00 kJ/mol.